{
  "formula": "C46H59BF5N8O18P",
  "method": "ωB97M-V/def2-TZVPD",
  "elements": ["C", "C", "C", "C", "C", "C", "O", "O", "O", "C", "B", "N", "O", "C", "C", "N", "N", "C", "C", "O", "P", "O", "O", "O", "C", "F", "F", "C", "F", "F", "C", "F", "C", "C", "H", "H", "H", "H", "H", "H", "H", "H", "H", "H", "H", "H", "H", "H", "H", "H", "H", "H", "H", "H", "H", "H", "H", "H", "H", "H", "H", "H", "H", "H", "H", "H", "H", "H", "O", "N", "O", "C", "C", "C", "C", "C", "C", "H", "H", "H", "H", "H", "O", "N", "O", "C", "C", "C", "C", "C", "C", "H", "H", "H", "H", "H", "O", "N", "O", "C", "C", "C", "C", "C", "C", "H", "H", "H", "H", "H", "O", "N", "O", "C", "C", "C", "C", "C", "C", "H", "H", "H", "H", "H", "O", "N", "O", "C", "C", "C", "C", "C", "C", "H", "H", "H", "H", "H"],
  "coordinates": [[6.602, -0.614, 3.794], [5.919, -0.220, 2.480], [4.856, 0.853, 2.681], [4.270, 1.425, 1.391], [2.994, 0.749, 0.852], [3.072, 0.909, -0.668], [1.809, 0.646, -1.271], [1.967, 1.079, -2.647], [3.087, -0.613, 1.291], [2.106, -1.588, 0.864], [2.777, -2.599, -0.227], [2.663, -2.335, -1.629], [3.501, -3.670, 0.221], [1.422, -2.291, 2.099], [0.867, -1.207, 3.070], [0.689, -1.730, 4.429], [2.363, -3.141, 2.855], [3.649, -2.436, 3.082], [4.642, -2.946, 4.126], [4.482, -2.284, 5.389], [2.033, -4.552, 3.691], [0.745, -5.207, 3.468], [3.298, -5.469, 3.321], [2.366, -4.255, 5.213], [0.199, -3.061, 1.492], [-0.734, -3.286, 2.435], [0.598, -4.235, 0.943], [-0.570, -2.377, 0.330], [-1.230, -1.284, 0.788], [-1.482, -3.254, -0.141], [1.753, 1.465, 1.417], [1.987, 1.671, 2.792], [1.393, 2.798, 0.793], [0.188, 3.461, 1.492], [7.555, -0.093, 3.918], [5.990, -0.347, 4.660], [6.832, -1.682, 3.832], [6.663, 0.154, 1.769], [5.464, -1.099, 2.016], [4.066, 0.489, 3.342], [5.336, 1.687, 3.206], [4.083, 2.494, 1.492], [5.036, 1.325, 0.612], [3.829, 0.228, -1.067], [3.373, 1.935, -0.899], [1.386, 0.460, -3.107], [1.320, -1.038, 0.359], [1.806, -1.903, -1.934], [2.874, -3.124, -2.228], [3.583, -4.386, -0.415], [-0.058, -0.799, 2.665], [1.582, -0.390, 3.111], [-0.278, -1.969, 4.607], [0.918, -1.000, 5.091], [3.411, -1.411, 3.389], [4.175, -2.342, 2.138], [5.648, -2.773, 3.727], [4.567, -3.994, 4.360], [4.663, -1.348, 5.257], [3.120, -5.868, 2.457], [2.591, -3.331, 5.392], [0.061, -2.080, -0.502], [0.881, 0.808, 1.357], [2.260, 3.461, 0.868], [1.158, 2.638, -0.257], [0.473, 4.378, 2.003], [-0.591, 3.714, 0.770], [-0.271, 2.788, 2.220], [7.045, 2.974, 1.105], [6.684, 3.335, 0.005], [5.673, 3.971, -0.214], [7.515, 2.952, -1.148], [8.645, 2.188, -0.925], [9.414, 1.817, -2.016], [9.047, 2.213, -3.296], [7.908, 2.983, -3.492], [7.128, 3.360, -2.410], [8.912, 1.893, 0.078], [10.302, 1.218, -1.865], [9.650, 1.918, -4.144], [7.625, 3.292, -4.488], [6.239, 3.958, -2.539], [-2.713, 3.954, -0.257], [-3.249, 4.283, -1.291], [-4.331, 4.831, -1.364], [-2.545, 3.998, -2.554], [-1.323, 3.356, -2.504], [-0.674, 3.081, -3.697], [-1.252, 3.449, -4.906], [-2.479, 4.098, -4.928], [-3.139, 4.378, -3.743], [-0.891, 3.077, -1.554], [0.283, 2.579, -3.677], [-0.743, 3.229, -5.835], [-2.927, 4.386, -5.869], [-4.095, 4.879, -3.737], [-11.748, 4.749, -4.039], [-10.754, 5.410, -3.814], [-10.591, 6.552, -4.183], [-9.680, 4.778, -3.028], [-9.832, 3.462, -2.634], [-8.821, 2.871, -1.893], [-7.684, 3.599, -1.566], [-7.553, 4.920, -1.974], [-8.559, 5.523, -2.713], [-10.721, 2.914, -2.907], [-8.923, 1.844, -1.572], [-6.893, 3.138, -0.990], [-6.666, 5.478, -1.713], [-8.479, 6.549, -3.039], [2.948, -6.624, -2.176], [3.293, -7.066, -1.103], [2.977, -6.577, -0.034], [4.161, -8.252, -1.080], [4.561, -8.803, -2.283], [5.387, -9.914, -2.252], [5.792, -10.448, -1.035], [5.371, -9.877, 0.159], [4.546, -8.765, 0.145], [4.231, -8.374, -3.216], [5.714, -10.362, -3.179], [6.438, -11.315, -1.017], [5.684, -10.297, 1.104], [4.207, -8.308, 1.063], [-11.692, 0.949, 0.814], [-12.837, 1.145, 1.165], [-13.350, 0.660, 2.150], [-13.664, 2.035, 0.329], [-13.107, 2.576, -0.813], [-13.885, 3.404, -1.605], [-15.197, 3.678, -1.240], [-15.734, 3.125, -0.084], [-14.966, 2.293, 0.714], [-12.084, 2.352, -1.070], [-13.465, 3.836, -2.503], [-15.803, 4.324, -1.861], [-16.755, 3.342, 0.199], [-15.363, 1.853, 1.616]],
  "forces_ev_per_a": [[0.6, 0.2, -0.2], [-0.1, -0.2, -0.1], [0.2, 0.4, 0.2], [0.2, -0.2, -0.3], [0.0, 0.2, 0.1], [0.1, -0.2, -0.1], [0.0, -0.1, -0.3], [0.0, 0.0, 0.3], [-0.2, 0.3, -0.5], [0.3, 0.0, 0.1], [0.1, 0.1, 0.2], [-0.6, -0.6, 0.3], [-0.1, 0.2, 0.1], [-0.1, 0.2, 0.1], [-0.1, -0.1, 0.2], [-0.1, 0.5, 0.0], [-0.1, -0.1, -0.5], [-0.2, -0.2, 0.2], [0.0, 0.0, 0.1], [-0.2, -0.2, -0.1], [-0.1, 0.4, 0.3], [0.3, 0.2, -0.1], [-0.1, -0.4, -0.2], [0.0, -0.2, 0.0], [0.4, 0.1, 0.0], [-0.2, -0.1, 0.1], [0.1, -0.1, 0.0], [0.1, -0.1, 0.1], [-0.1, 0.1, -0.1], [-0.1, 0.0, 0.1], [-0.1, -0.2, 0.0], [-0.1, 0.1, -0.1], [0.0, 0.3, 0.4], [-0.1, -0.2, -0.2], [-0.1, 0.1, 0.0], [0.1, 0.0, -0.1], [0.2, 0.5, 0.1], [0.0, 0.0, 0.1], [0.2, 0.2, 0.0], [0.0, 0.1, 0.0], [-0.1, 0.0, 0.0], [0.0, -0.1, 0.0], [0.0, 0.0, 0.0], [-0.1, 0.0, 0.0], [-0.1, 0.0, 0.0], [0.0, -0.1, 0.1], [-0.1, 0.2, 0.0], [0.1, 0.4, -0.1], [0.1, 0.1, -0.1], [0.1, 0.0, 0.0], [0.0, 0.1, 0.0], [0.0, -0.2, 0.0], [0.0, -0.2, -0.1], [0.0, 0.0, 0.0], [0.1, -0.2, 0.0], [-0.2, -0.4, 0.0], [-0.5, -0.3, 0.2], [0.0, -0.2, -0.1], [-0.1, -0.1, 0.0], [0.1, 0.0, 0.0], [-0.1, 0.1, 0.1], [0.0, -0.1, -0.1], [0.0, 0.0, 0.0], [0.0, 0.0, -0.2], [0.2, 0.0, 0.0], [0.0, -0.1, 0.1], [0.1, 0.0, 0.1], [0.1, 0.1, 0.0], [0.1, 0.0, 0.1], [0.0, -0.1, -0.1], [-0.1, 0.1, 0.0], [0.0, 0.0, 0.0], [0.1, -0.1, 0.0], [0.0, 0.0, 0.0], [0.0, 0.0, 0.0], [0.0, 0.0, 0.0], [0.0, 0.0, -0.1], [0.0, 0.0, 0.0], [0.0, 0.0, 0.0], [0.0, 0.0, 0.0], [0.0, 0.0, 0.0], [0.0, 0.0, 0.0], [0.0, 0.0, 0.1], [0.0, 0.0, -0.1], [-0.1, 0.1, 0.0], [0.0, 0.0, 0.0], [0.1, 0.0, 0.0], [0.0, 0.0, -0.1], [0.0, 0.0, 0.0], [0.0, 0.0, 0.0], [0.0, 0.0, -0.1], [0.0, 0.0, 0.0], [0.0, 0.0, 0.0], [0.0, 0.0, 0.0], [0.0, 0.0, 0.0], [0.0, 0.0, 0.0], [-0.1, -0.1, -0.1], [0.0, 0.0, 0.1], [0.0, 0.1, -0.1], [0.0, 0.0, 0.0], [0.0, -0.1, 0.0], [0.0, 0.0, 0.0], [0.0, 0.0, 0.0], [0.0, 0.0, 0.0], [0.1, 0.0, 0.0], [0.0, 0.0, -0.1], [0.0, 0.0, 0.0], [0.0, 0.0, 0.0], [0.0, 0.0, 0.0], [0.0, 0.0, 0.0], [0.0, 0.1, -0.3], [0.0, -0.1, 0.3], [0.0, 0.1, 0.1], [-0.1, 0.0, 0.0], [0.0, 0.0, -0.1], [0.0, 0.0, 0.0], [0.0, 0.0, 0.0], [0.0, 0.0, 0.0], [0.0, 0.0, 0.1], [0.0, 0.0, 0.0], [0.0, 0.0, 0.0], [0.0, 0.0, 0.0], [0.0, 0.0, 0.0], [0.0, 0.0, 0.0], [0.1, 0.0, 0.0], [0.0, 0.1, -0.1], [-0.1, -0.1, 0.1], [0.0, 0.0, 0.0], [0.0, 0.1, -0.1], [0.0, 0.0, 0.0], [0.0, 0.0, 0.0], [0.0, 0.0, 0.0], [-0.1, 0.0, 0.0], [0.0, 0.0, 0.0], [0.0, 0.0, 0.0], [0.0, 0.0, 0.0], [0.0, 0.0, 0.0], [0.0, 0.0, 0.0]],
  "e_homo_ev": -8.65,
  "multiplicity": 1,
  "smiles": "CCCC[C@@](COO)(O[C@@H](B(N)O)[C@](CN)(N(CCO)P(=O)(O)O)C(F)(F)C(F)F)[C@@H](F)CC.O=[N+]([O-])c1ccccc1.O=[N+]([O-])c1ccccc1.O=[N+]([O-])c1ccccc1.O=[N+]([O-])c1ccccc1.O=[N+]([O-])c1ccccc1",
  "total_charge": 0,
  "fmax_ev_per_a": 0.888
}